C3H8N2OS | the ωB97M-V functional and the def2-TZVPD basis

Cartesian coordinates (Å):
C 0.942 0.314 -1.290
C 1.426 -0.332 0.086
C -1.115 -0.261 0.449
N -0.095 1.209 -1.216
N -1.620 0.379 1.586
O -0.079 -2.434 -0.654
S 0.070 -1.534 0.536
H 1.681 0.938 -1.778
H 0.508 -0.381 -1.978
H 2.273 -0.969 0.176
H 1.484 0.338 0.824
H -1.858 -0.154 -0.382
H 0.050 2.047 -0.566
H -1.179 0.045 2.455
H -2.487 0.797 1.753

Values from the calculation:
HOMO (alpha / beta)	-8.6 / -7.4	eV
energy above the lowest of the compared OMol25 structures with the same formula, charge and spin	5.844	eV
E_tot	-19098.6578	eV
Kohn-Sham gap (alpha / beta)	0.3267 / 0.2836	hartree
lowest unoccupied orbital energy (alpha / beta)	0.31 / 0.33	eV



C6H8OS | the ωB97M-V functional and the def2-TZVPD basis

Cartesian coordinates (Å):
C -0.289 0.888 -1.234
C -1.546 0.416 -1.570
C 0.898 0.290 -0.853
C -0.641 -1.668 -0.430
C 0.611 0.841 1.527
C 1.477 0.280 0.402
O -0.404 -2.780 0.232
S -2.147 -1.159 -1.035
H -0.018 1.945 -1.598
H -2.347 1.053 -2.066
H -0.092 0.154 1.527
H 0.173 1.843 1.222
H 1.020 0.985 2.526
H 2.021 -0.673 0.705
H 2.453 0.869 0.148
H -1.168 -3.284 0.495

Values from the calculation:
HOMO	-7.0	eV
energy above the lowest of the compared OMol25 structures with the same formula, charge and spin	6.706	eV
E_tot	-19227.5574	eV
Kohn-Sham gap	0.2688	hartree
lowest unoccupied orbital energy	0.27	eV



C2H5NS2 | the ωB97M-V functional and the def2-TZVPD basis

Cartesian coordinates (Å):
C 1.376 0.248 0.368
C 0.085 0.744 0.865
N -1.647 -1.419 -2.078
S 2.666 -0.025 1.325
S -2.440 -1.381 -0.668
H 1.442 -0.045 -0.695
H -0.617 -0.132 0.987
H -0.335 1.377 0.220
H 0.305 1.351 1.891
H -0.834 -0.719 -2.214

Values from the calculation:
HOMO (alpha / beta)	-8.8 / -8.8	eV
SMILES	CC=S.N=S
energy above the lowest of the compared OMol25 structures with the same formula, charge and spin	3.661	eV
E_tot	-25312.1653	eV
Kohn-Sham gap (alpha / beta)	0.2567 / 0.2562	hartree
lowest unoccupied orbital energy (alpha / beta)	-1.81 / -1.82	eV



C18H18FeN2S2Se2Te2 | the ωB97M-V functional and the def2-TZVPD basis

Cartesian coordinates (Å):
Fe -2.760 0.712 -3.036
S -0.538 0.585 -3.201
C -0.185 -0.020 -1.572
N 1.095 -0.152 -1.183
C 1.415 -0.637 0.111
C 0.405 -0.194 1.114
N -0.946 -0.557 0.662
C -1.897 -0.491 1.776
C -1.950 -1.810 2.584
C -1.655 -2.993 2.002
C -1.693 -4.197 2.691
C -2.083 -4.167 4.018
C -2.387 -2.960 4.611
C -2.250 -1.746 3.926
C -1.247 -0.204 -0.626
S -2.956 -0.188 -1.056
C 2.187 0.136 -2.112
C 3.029 1.360 -1.836
C 2.363 2.564 -1.824
C 3.059 3.694 -1.499
C 4.414 3.654 -1.164
C 5.051 2.431 -1.076
C 4.366 1.274 -1.470
H 2.399 -0.233 0.396
H 1.522 -1.734 0.185
H 0.467 0.900 1.281
H 0.520 -0.679 2.059
H -2.868 -0.248 1.392
H -1.609 0.311 2.501
H -1.490 -3.030 0.942
H -1.565 -5.140 2.126
H -2.177 -5.073 4.610
H -2.732 -2.891 5.632
H -2.449 -0.822 4.456
H 1.785 0.238 -3.071
H 2.779 -0.764 -2.266
H 1.364 2.687 -2.117
H 2.540 4.624 -1.582
H 4.969 4.547 -1.042
H 6.094 2.434 -0.797
H 4.819 0.286 -1.530
Se -5.098 -0.040 -3.476
Te -6.373 1.912 -2.875
Te -4.831 3.903 -4.001
Se -2.903 2.717 -4.666

Values from the calculation:
spin multiplicity	5
HOMO (alpha / beta)	-6.8 / -7.2	eV
⟨S²⟩	6.078
energy above the lowest of the compared OMol25 structures with the same formula, charge and spin	0.308	eV
E_tot	-223275.4861	eV
Kohn-Sham gap (alpha / beta)	0.2272 / 0.1886	hartree
lowest unoccupied orbital energy (alpha / beta)	-0.65 / -2.03	eV



C4H8 | the ωB97M-V functional and the def2-TZVPD basis

Cartesian coordinates (Å):
C 1.290 0.028 -0.905
C 0.423 0.002 0.325
C -0.922 0.729 0.420
C -0.910 -0.760 0.330
H 2.098 0.797 -0.889
H 0.623 0.216 -1.772
H 1.842 -0.959 -1.015
H 0.922 -0.033 1.274
H -1.181 1.285 1.303
H -1.163 1.235 -0.560
H -1.129 -1.358 1.229
H -1.301 -1.179 -0.590

Values from the calculation:
HOMO	-9.9	eV
SMILES	CC1CC1
energy above the lowest of the compared OMol25 structures with the same formula, charge and spin	0.516	eV
E_tot	-4276.6776	eV
Kohn-Sham gap	0.4118	hartree
lowest unoccupied orbital energy	1.34	eV



CH3N2OP | the ωB97M-V functional and the def2-TZVPD basis

Cartesian coordinates (Å):
C 1.546 -0.343 0.085
N 2.631 -0.649 0.307
N -1.000 -0.738 -0.224
O -0.106 1.555 0.497
P 0.119 0.428 -0.709
H -0.820 -1.370 0.530
H -1.602 -1.197 -0.835
H -0.767 2.313 0.348

Values from the calculation:
HOMO	-10.2	eV
SMILES	N#CP(N)O
energy above the lowest of the compared OMol25 structures with the same formula, charge and spin	0.000	eV
E_tot	-15402.2491	eV
Kohn-Sham gap	0.3885	hartree
lowest unoccupied orbital energy	0.42	eV



C5H13NO3 | the ωB97M-V functional and the def2-TZVPD basis

Cartesian coordinates (Å):
C 1.224 -1.660 0.772
N 1.053 -0.261 0.198
C -0.376 0.136 0.263
C -0.431 1.671 0.189
C -0.032 2.202 1.607
O -1.884 1.861 0.222
C -1.303 -0.484 -0.775
O -0.836 -1.020 -1.756
H 1.301 -2.362 -0.051
H 0.459 -1.912 1.500
H 2.139 -1.535 1.387
H 1.260 -0.426 -0.786
H -0.789 -0.303 1.193
H -0.074 2.154 -0.704
H -0.701 1.785 2.337
H 0.932 1.784 1.910
H -0.124 3.287 1.636
H -2.160 2.747 0.510
H -2.376 -0.363 -0.607
H 0.688 -3.190 -3.066
H 0.747 -1.678 -2.849
O 1.283 -2.434 -3.128

Values from the calculation:
HOMO	-9.4	eV
SMILES	CN[C@H](C=O)[C@H](C)O.O
energy above the lowest of the compared OMol25 structures with the same formula, charge and spin	2.293	eV
E_tot	-13026.9383	eV
Kohn-Sham gap	0.3719	hartree
lowest unoccupied orbital energy	0.73	eV



C7H12IN | the ωB97M-V functional and the def2-TZVPD basis

Cartesian coordinates (Å):
C 0.824 0.914 0.329
C 0.178 0.013 -0.680
C -1.054 -2.337 -0.728
C 0.092 -2.407 0.187
C 1.402 2.179 -0.272
C -0.619 -1.094 0.125
C 0.999 3.435 -0.056
N -1.453 -0.511 1.134
I -3.342 0.033 0.575
H 0.046 1.140 1.093
H 1.637 0.441 0.963
H -0.544 0.572 -1.172
H 0.885 -0.375 -1.280
H -0.818 -2.221 -1.708
H -2.010 -2.911 -0.519
H 0.030 -3.100 1.078
H 1.023 -2.412 -0.185
H 2.226 1.957 -1.014
H 0.363 3.785 0.739
H -1.480 -1.257 1.859
H 1.616 4.156 -0.470

Values from the calculation:
HOMO	-8.7	eV
SMILES	C=CCCC1(NI)CC1
energy above the lowest of the compared OMol25 structures with the same formula, charge and spin	1.233	eV
E_tot	-17041.1055	eV
Kohn-Sham gap	0.3223	hartree
lowest unoccupied orbital energy	0.03	eV



C5H9NO | the ωB97M-V functional and the def2-TZVPD basis

Cartesian coordinates (Å):
C -2.220 -0.447 -0.084
C -1.448 0.463 0.792
N -0.562 0.084 1.633
C 0.541 0.630 0.778
C 0.899 -0.035 -0.591
C 2.310 -0.432 -0.697
O 1.285 -1.398 -0.540
H -2.366 -0.006 -1.081
H -3.183 -0.556 0.401
H -1.732 -1.423 -0.193
H -1.575 1.549 0.601
H 1.364 0.356 1.408
H 0.488 1.713 0.579
H 0.408 0.233 -1.543
H 2.851 -0.455 -1.643
H 2.940 -0.275 0.180

Values from the calculation:
HOMO	-8.2	eV
energy above the lowest of the compared OMol25 structures with the same formula, charge and spin	5.266	eV
E_tot	-8863.9468	eV
Kohn-Sham gap	0.3266	hartree
lowest unoccupied orbital energy	0.70	eV



C14H17ClN2O5S | the ωB97M-V functional and the def2-TZVPD basis

Cartesian coordinates (Å):
C 3.305 1.543 -1.329
C 2.257 1.961 -0.272
H 2.285 2.940 -0.049
H 2.574 1.402 0.609
O 1.033 1.705 -0.864
C 0.177 2.417 -0.102
O 0.446 3.424 0.697
C -1.298 1.793 -0.627
H -1.895 2.658 -0.800
H -1.238 1.289 -1.435
C -1.923 0.882 0.713
N -1.454 -0.471 0.531
S -0.089 -0.543 1.251
O -0.355 -1.834 2.381
O 0.432 0.503 1.843
C 1.085 -1.240 0.198
C 0.552 -1.278 -1.202
C 1.455 -1.906 -2.103
C 2.542 -2.412 -1.805
C 3.179 -2.181 -0.384
C 2.294 -1.692 0.362
Cl 2.897 -1.507 2.239
H 4.129 -2.528 -0.129
H 3.437 -2.736 -2.384
H 0.943 -2.329 -3.315
H -0.562 -1.164 -1.424
C -2.495 -1.164 0.585
C -3.665 -1.077 1.734
N -4.051 0.356 1.327
C -3.462 1.325 0.651
O -4.033 2.103 0.082
H -5.159 0.409 1.154
H -4.397 -1.712 1.808
H -3.052 -0.725 2.595
H -1.997 -2.216 0.910
H -3.076 -1.583 -0.205
H -1.678 1.471 1.422
H 3.293 0.510 -1.372
H 4.368 1.669 -1.095
H 3.197 1.938 -2.194

Values from the calculation:
HOMO	-9.5	eV
energy above the lowest of the compared OMol25 structures with the same formula, charge and spin	16.145	eV
E_tot	-51353.2978	eV
Kohn-Sham gap	0.3233	hartree
lowest unoccupied orbital energy	-0.66	eV



C4H6N2O2 | the ωB97M-V functional and the def2-TZVPD basis

Cartesian coordinates (Å):
C -1.451 -0.266 -0.680
C -0.047 -0.119 -0.387
C 1.064 -0.672 -0.851
C 1.591 -0.046 1.024
H -3.172 1.057 -0.293
H -1.707 1.637 0.387
H -1.420 -0.583 -1.737
H -1.860 -1.109 -0.001
H 1.040 -1.008 -1.886
H 3.288 0.014 1.979
N -2.095 1.078 -0.493
N 2.180 -0.555 -0.041
O 2.321 0.309 2.072
O 0.269 0.263 0.908

Values from the calculation:
HOMO	-8.7	eV
energy above the lowest of the compared OMol25 structures with the same formula, charge and spin	2.105	eV
E_tot	-11318.9364	eV
Kohn-Sham gap	0.3424	hartree
lowest unoccupied orbital energy	0.64	eV



C36H84N12O12 | the ωB97M-V functional and the def2-TZVPD basis

Cartesian coordinates (Å):
C 1.296 -4.178 1.074
O 2.081 -5.119 1.031
N 0.493 -3.960 2.132
C -0.651 -3.064 1.988
C 0.472 -4.738 3.355
H 1.077 -3.558 0.195
H -0.513 -2.385 1.151
H -0.925 -2.551 2.907
H -1.504 -3.686 1.686
H -0.549 -5.094 3.506
H 1.131 -5.602 3.314
H 0.777 -4.120 4.200
C 0.834 3.323 3.210
O 1.794 2.790 2.686
N 0.867 4.336 4.108
C -0.291 4.783 4.818
C 2.145 4.912 4.483
H -0.186 2.922 3.099
H -0.269 4.332 5.832
H -1.255 4.350 4.547
H -0.298 5.851 5.027
H 2.400 4.597 5.499
H 2.924 4.492 3.852
H 2.230 5.998 4.456
C -1.282 -0.052 -6.379
O -1.042 0.819 -7.195
N -0.799 -0.098 -5.120
C -1.206 -1.164 -4.229
C 0.086 0.912 -4.609
H -1.906 -0.921 -6.647
H -0.326 -1.744 -3.934
H -1.828 -1.902 -4.733
H -1.671 -0.793 -3.315
H 0.557 1.533 -5.369
H -0.471 1.621 -3.987
H 0.917 0.496 -4.038
C 4.952 -2.390 1.016
O 5.234 -2.422 2.206
N 4.989 -3.439 0.195
C 4.537 -3.409 -1.196
C 5.247 -4.785 0.696
H 4.663 -1.474 0.484
H 3.469 -3.648 -1.189
H 5.040 -4.160 -1.797
H 4.586 -2.390 -1.575
H 6.280 -5.028 0.424
H 5.142 -4.840 1.774
H 4.627 -5.530 0.205
C 3.633 4.481 -1.440
O 3.255 3.862 -2.418
N 2.821 4.795 -0.408
C 3.293 5.587 0.717
C 1.425 4.461 -0.347
H 4.656 4.853 -1.280
H 2.919 5.199 1.662
H 3.114 6.654 0.572
H 4.376 5.433 0.771
H 1.066 3.765 0.408
H 0.884 5.391 -0.131
H 1.032 4.168 -1.319
C 1.425 -0.550 0.058
O 2.153 -1.422 -0.376
N 0.149 -0.342 -0.373
C -0.448 -1.153 -1.403
C -0.501 0.891 0.120
H 1.723 0.226 0.770
H -1.083 -0.560 -2.057
H -1.066 -1.918 -0.917
H 0.268 -1.778 -1.935
H -1.446 0.614 0.596
H 0.133 1.411 0.829
H -0.782 1.498 -0.744
C 1.865 -3.834 -6.071
O 2.640 -2.965 -6.400
N 1.407 -4.038 -4.806
C 1.903 -3.251 -3.702
C 0.296 -4.934 -4.581
H 1.455 -4.595 -6.755
H 2.518 -2.418 -4.036
H 2.596 -3.740 -3.010
H 1.028 -2.935 -3.131
H 0.027 -5.454 -5.499
H 0.390 -5.700 -3.810
H -0.540 -4.269 -4.327
C -2.541 0.220 3.725
O -1.689 1.037 3.450
N -3.862 0.401 3.566
C -4.516 1.687 3.295
C -4.818 -0.656 3.909
H -2.345 -0.795 4.096
H -5.207 1.497 2.479
H -3.722 2.369 2.985
H -4.924 2.085 4.223
H -5.300 -0.446 4.862
H -5.588 -0.830 3.157
H -4.232 -1.576 3.928
C 0.773 -1.651 5.527
O -0.385 -1.284 5.636
N 1.619 -1.278 4.553
C 1.191 -0.357 3.510
C 2.827 -2.040 4.283
H 1.242 -2.386 6.203
H 0.757 0.545 3.923
H 0.560 -0.835 2.756
H 2.071 -0.031 2.955
H 3.284 -2.309 5.240
H 2.619 -2.974 3.750
H 3.614 -1.559 3.708
C -1.244 3.406 -2.966
O -2.220 2.791 -2.574
N -1.215 4.745 -3.139
C -0.008 5.416 -3.588
C -2.379 5.554 -2.855
H -0.251 2.995 -3.205
H 0.629 5.667 -2.739
H -0.293 6.304 -4.150
H 0.579 4.785 -4.254
H -2.712 6.020 -3.793
H -3.168 5.090 -2.282
H -2.003 6.477 -2.394
C -0.907 -4.912 -1.259
O -1.036 -3.713 -1.396
N -1.899 -5.819 -1.471
C -1.701 -7.225 -1.194
C -3.224 -5.428 -1.867
H 0.042 -5.415 -1.020
H -0.683 -7.565 -1.021
H -2.012 -7.830 -2.057
H -2.392 -7.542 -0.410
H -3.272 -4.355 -2.046
H -3.463 -5.925 -2.811
H -4.044 -5.625 -1.170
C -2.377 4.019 0.700
O -1.387 4.639 1.060
N -3.569 4.577 0.463
C -4.698 3.815 0.035
C -3.733 6.022 0.568
H -2.447 2.928 0.549
H -4.971 2.988 0.695
H -4.610 3.383 -0.968
H -5.598 4.431 0.007
H -4.133 6.391 -0.382
H -4.584 6.195 1.239
H -2.908 6.631 0.906

Values from the calculation:
HOMO	-8.5	eV
SMILES	CN(C)C=O.CN(C)C=O.CN(C)C=O.CN(C)C=O.CN(C)C=O.CN(C)C=O.CN(C)C=O.CN(C)C=O.CN(C)C=O.CN(C)C=O.CN(C)C=O.CN(C)C=O
energy above the lowest of the compared OMol25 structures with the same formula, charge and spin	8.717	eV
E_tot	-81144.2541	eV
Kohn-Sham gap	0.3188	hartree
lowest unoccupied orbital energy	0.20	eV